Below is 14 unconnected molecules or ions with the total composition C74H132F24N10O16, with properties calculated with the ωB97M-V functional and the def2-TZVPD basis.

Structure (XYZ):
```
256
Properties=species:S:1:pos:R:3:forces:R:3:lowdin_charge:R:1
F -13.78032 -22.94532 11.82264 -0.5 -0.5 0.2 0.16
F -14.32888 -20.84415 11.99556 -0.5 -0.1 -0.5 0.13
F -19.91480 -23.19899 20.47590 0.2 0.3 -1.8 0.10
F -12.89824 -21.54204 10.47240 -0.8 0.2 -1.0 0.12
F -5.59455 -19.25696 14.09076 0.4 -0.8 0.8 0.13
F -8.46354 -29.20306 14.12404 -0.6 -0.1 -0.1 0.12
F -14.24296 -19.50412 18.37414 -0.2 -0.6 0.8 0.12
F -20.78141 -23.19068 18.39495 1.3 0.9 1.2 0.05
F -9.36779 -20.46766 25.27586 -0.3 0.8 2.5 0.18
F -5.32334 -17.13017 13.97480 -0.4 0.4 0.4 0.14
F -6.66798 -14.36898 16.78937 -0.1 0.3 -0.7 0.09
F -8.44178 -13.14145 16.36724 -0.1 -0.7 0.0 0.11
F -3.61647 -28.59450 23.95770 0.1 -0.6 0.0 0.14
F -8.07312 -21.71063 24.14168 0.2 0.8 -0.3 0.10
F -2.19610 -27.71202 22.59458 -1.2 -0.3 -0.3 0.09
F -14.71323 -21.50651 19.19560 0.5 -0.2 -0.6 0.16
F -7.19476 -18.10411 13.33076 0.9 -0.2 0.3 0.03
F -7.85078 -13.64283 18.36889 -0.8 0.1 0.8 0.13
F -8.18978 -19.52151 23.70597 -0.2 -0.9 0.4 0.09
F -8.31084 -27.06036 13.66718 -0.5 -0.9 0.8 0.07
F -3.97406 -28.85142 21.77440 1.0 1.0 1.4 0.06
F -18.94744 -21.95664 18.91464 -1.1 -0.5 0.0 0.07
F -6.93392 -28.02521 15.01256 0.1 0.2 0.4 0.11
F -16.28189 -20.16627 18.56225 -0.1 -0.1 0.0 0.15
O -9.99650 -15.38344 17.35552 0.2 0.1 0.7 -0.21
O -4.31973 -26.00697 21.59785 0.1 -0.9 -0.6 -0.12
O -14.08395 -19.84978 21.34344 1.3 0.0 -1.1 -0.05
O -6.01481 -17.32486 11.17497 0.0 -0.4 0.2 -0.15
O -15.75044 -18.40944 20.43344 -3.5 -2.4 3.7 0.08
O -5.60614 -26.98015 23.26773 -1.6 -0.4 -0.1 -0.14
O -8.88736 -28.49760 17.04348 -0.8 -0.1 0.0 -0.14
O -10.52133 -22.18519 23.43843 -0.3 -1.3 -0.6 -0.10
O -7.97486 -16.38191 17.91999 1.4 -0.9 -1.0 -0.11
O -17.34203 -23.99141 19.08890 0.5 0.8 -0.2 -0.19
O -12.35446 -21.47022 13.93836 -0.3 -0.8 -0.4 -0.18
O -11.61700 -20.08789 12.30860 -0.3 0.2 -0.1 -0.12
O -9.05220 -26.37871 16.25282 0.1 1.2 0.1 -0.18
O -3.95705 -18.36185 12.01558 3.6 0.8 -0.7 -0.05
O -11.04232 -19.93560 23.16300 0.6 -1.1 0.3 -0.21
O -19.02772 -25.61303 18.99175 -0.7 1.4 -0.6 -0.13
N -17.91715 -16.59197 14.02381 -2.3 1.9 2.0 -0.15
N -8.48254 -26.14047 21.51621 -0.5 2.3 1.0 -0.05
N -9.47605 -22.63973 15.64175 1.2 -0.8 0.6 -0.24
N -10.70353 -17.33192 20.86368 -0.6 0.4 -0.1 -0.02
N -7.53440 -26.76910 19.72242 1.3 -0.3 0.1 -0.05
N -15.90003 -16.51874 14.68898 4.5 -4.3 -3.4 -0.11
N -9.34646 -15.88750 21.63848 0.1 0.6 0.0 -0.10
N -17.34567 -21.15982 15.78412 0.0 0.5 -0.1 -0.04
N -15.71577 -22.48093 16.31534 -1.0 -0.1 -0.7 -0.05
N -10.26343 -15.98519 12.93454 -0.8 0.3 -2.4 -0.25
C -11.60721 -22.27985 24.29014 0.9 -2.4 2.3 -0.25
C -9.25350 -22.60781 14.14079 -0.7 -0.1 1.3 -0.13
C -11.76103 -23.83938 24.63477 -1.3 2.4 0.0 -0.05
C -3.53920 -27.96459 22.79020 0.3 -0.8 -1.5 -0.50
C -5.73413 -17.09336 8.72686 -0.5 0.7 -0.7 -0.10
C -9.72977 -30.05071 18.74662 -0.1 1.2 -0.3 -0.06
C -11.61839 -18.04508 19.97804 0.8 0.1 -1.5 -0.13
C -17.36022 -17.63719 13.38988 1.4 0.1 -2.1 -0.13
C -10.10473 -21.33318 16.04346 0.8 -1.6 1.3 0.01
C -10.67490 -14.69009 13.59066 -1.1 -0.3 -2.3 -0.08
C -15.59078 -24.54794 20.64748 0.8 0.5 -1.6 -0.05
C -12.12248 -21.40555 12.64926 0.8 -0.4 0.7 -0.50
C -8.84497 -16.19953 13.13204 0.3 -0.3 1.5 -0.17
C -17.00965 -16.02792 14.91906 -6.7 4.3 1.4 -0.13
C -10.09138 -28.93443 17.71645 1.2 -2.7 -2.1 -0.25
C -15.30438 -21.74692 15.20811 -0.2 0.3 0.4 0.03
C -6.59082 -18.38475 18.03227 1.2 0.5 -1.4 -0.06
C -15.23182 -19.70501 20.65636 -1.1 0.7 -1.9 -0.32
C -8.04851 -22.73814 16.32987 -1.4 -0.7 -0.6 -0.04
C -13.86039 -19.41375 22.69533 -1.3 0.7 -0.5 -0.20
C -11.08050 -17.14941 13.38612 -1.7 0.7 -0.2 -0.13
C -9.54042 -26.94108 23.50539 0.7 -0.8 -0.5 -0.06
C -9.91888 -16.29632 20.52778 -0.4 -0.7 -0.4 0.00
C -10.11326 -20.88506 23.11434 0.5 1.2 0.3 -0.48
C -8.06708 -15.13244 12.43199 -0.3 1.4 1.5 -0.12
C -16.29592 -20.83122 14.93342 0.5 -1.6 0.0 0.01
C -7.98050 -14.15553 17.14273 2.0 -0.1 -0.2 -0.52
C -18.69592 -20.55784 15.77461 1.2 1.0 0.7 -0.12
C -7.34569 -17.42650 17.08519 -1.6 -1.1 2.4 -0.22
C -5.23483 -16.83883 10.15480 1.3 0.2 -0.4 -0.36
C -4.61208 -23.91274 20.39022 -0.6 -1.1 -0.1 -0.06
C -9.91745 -13.51721 12.99085 -1.9 1.0 0.1 -0.19
C -8.44904 -13.71909 13.05187 1.4 -1.5 -0.8 -0.15
C -15.09116 -20.23500 19.16678 0.3 0.2 1.3 -0.51
C -18.78582 -19.26984 16.66285 1.0 -1.6 -0.8 -0.04
C -10.43398 -23.79608 15.93996 -0.7 3.5 -0.2 -0.12
C -19.58807 -23.15167 19.13961 -0.3 -1.9 0.2 -0.44
C -9.81947 -16.62497 22.68332 1.3 0.3 2.6 -0.03
C -8.73586 -26.20034 19.29532 0.5 -0.6 1.1 0.01
C -16.04364 -17.52084 13.66522 1.6 -0.5 1.1 -0.04
C -10.63603 -20.04628 11.29341 -1.5 -0.3 -1.8 -0.29
C -4.42013 -26.73523 22.86647 1.5 2.3 1.1 -0.56
C -7.41169 -26.69363 21.05004 2.4 -0.9 -0.6 -0.04
C -12.19369 -18.55076 15.28272 0.6 0.7 -0.9 -0.04
C -14.99787 -19.84923 23.57269 -0.4 -0.8 1.0 -0.07
C -7.11351 -23.93220 14.23067 0.4 0.6 0.5 -0.16
C -4.46378 -24.62274 21.74442 0.7 -0.3 -1.1 -0.29
C -8.52747 -23.81410 13.62803 1.6 -0.8 0.0 -0.14
C -8.24185 -28.00596 14.68890 0.7 0.7 0.2 -0.49
C -8.91973 -20.63788 24.08054 0.1 -0.2 -1.9 -0.56
C -13.32836 -21.70341 11.73352 1.3 1.0 1.0 -0.59
C -10.91668 -23.89694 17.37924 -1.6 0.1 -1.3 -0.19
C -10.66065 -17.55634 22.22823 -0.4 1.3 -1.4 0.01
C -11.70961 -25.21738 17.32477 -1.2 0.0 1.8 -0.09
C -5.16938 -18.37137 11.95911 -4.8 -2.4 0.9 -0.57
C -14.49884 -16.37800 16.79746 -0.5 -0.5 1.5 -0.07
C -16.51397 -25.04771 19.56809 -0.7 0.9 -0.8 -0.30
C -9.26413 -19.91743 11.84779 1.1 2.7 0.1 -0.05
C -14.63411 -16.06498 15.24468 0.1 2.4 3.0 -0.18
C -5.81682 -18.19385 13.33256 -0.1 0.2 -0.2 -0.57
C -6.48464 -27.41664 18.92759 -1.7 -1.5 -1.7 0.02
C -10.48098 -15.93122 11.37703 0.4 -0.6 0.8 0.05
C -8.69441 -15.51073 17.06049 -3.0 1.3 1.3 -0.54
C -11.03397 -17.49839 14.87060 -2.2 -1.5 -0.6 -0.13
C -10.84226 -18.30665 18.64656 -0.2 0.6 -0.6 -0.05
C -18.72853 -24.42772 18.59733 0.5 -0.4 1.6 -0.48
C -8.63461 -25.83140 22.95147 -1.8 -0.3 0.6 -0.13
C -8.40753 -14.80332 21.68280 0.9 1.3 0.2 0.00
C -9.28053 -25.74910 20.46494 -1.9 0.2 0.1 -0.02
C -16.96899 -22.14486 16.59101 0.2 0.2 0.3 -0.04
C -15.02588 -23.62354 16.93248 0.3 1.5 -0.1 0.04
C -7.12985 -23.85408 15.76437 -1.5 0.4 0.0 -0.14
C -19.42196 -16.25847 14.02380 1.7 -1.4 0.1 -0.01
C -9.21487 -27.60287 15.91644 1.0 -0.7 -0.8 -0.49
H -18.69315 -24.21616 17.49811 -0.1 -0.2 -0.1 0.12
H -6.17549 -23.68587 16.20969 1.0 0.3 0.1 0.10
H -6.79742 -17.06279 16.23808 0.6 0.5 -0.1 0.10
H -17.19223 -25.77971 19.85610 -1.1 -1.6 1.2 0.08
H -11.91291 -24.28421 23.67196 0.2 -0.8 -0.4 0.05
H -12.50422 -17.41920 19.77538 0.3 -0.1 0.1 0.12
H -8.06451 -14.60289 20.64748 -0.3 0.1 0.7 0.10
H -15.40589 -20.82360 23.29613 -0.1 0.1 -0.5 0.09
H -14.53458 -14.96051 15.04634 -0.4 -1.0 0.3 0.13
H -17.52942 -22.61092 17.38701 0.0 0.2 0.0 0.12
H -3.74944 -23.94632 19.70723 0.0 0.2 0.6 0.07
H -15.09229 -23.64934 20.22027 -0.2 -0.3 0.8 0.06
H -6.71938 -27.26093 17.87374 0.1 0.4 0.0 0.08
H -6.62564 -28.50275 18.98788 0.1 0.1 0.4 0.10
H -11.28808 -23.41435 15.27734 0.8 -1.4 0.8 0.15
H -8.20751 -18.00857 16.72841 0.1 0.0 -0.5 0.10
H -13.81425 -15.78733 17.48704 -0.6 0.1 -1.6 0.09
H -11.49003 -16.19398 11.15648 -1.0 0.3 0.1 0.09
H -12.85092 -19.72555 22.92341 0.0 -0.9 0.3 0.07
H -9.60705 -21.02724 22.17864 0.3 0.0 -1.3 0.14
H -10.63194 -29.43846 16.88760 -0.5 0.4 0.6 0.11
H -7.44565 -24.80453 16.17782 -0.4 -0.3 -0.1 0.08
H -7.70174 -25.90280 23.42926 1.6 -0.2 0.2 0.08
H -7.53040 -15.06051 22.28317 -0.1 -0.4 -0.2 0.09
H -7.88874 -12.98074 12.50154 0.0 0.5 -0.2 0.11
H -3.80960 -26.06611 23.59811 -0.3 -0.5 -0.5 0.16
H -11.07659 -21.38143 15.60751 -0.9 0.5 -0.3 0.06
H -5.00645 -16.59469 8.01493 -0.8 -0.7 0.6 0.08
H -9.52109 -29.46958 19.63765 0.2 -0.5 0.7 0.05
H -10.21924 -22.47738 13.69210 -0.7 -0.2 0.0 0.09
H -5.04889 -15.77331 10.33256 -0.2 0.3 -0.4 0.10
H -15.82000 -19.15085 23.79381 0.3 0.0 -0.7 0.09
H -9.18014 -19.09525 12.63015 -0.3 -1.0 -1.1 0.08
H -9.40303 -16.48002 23.69471 -0.5 -0.1 -0.8 0.14
H -12.48889 -21.84842 23.90023 -1.1 0.3 -0.6 0.09
H -8.80954 -21.62991 14.02162 1.0 -0.1 -0.5 0.11
H -13.22583 -18.25097 15.04665 0.5 0.3 -0.2 0.05
H -11.76735 -14.62251 13.36555 0.7 0.2 0.5 0.15
H -8.07659 -13.69170 14.07346 -0.1 -0.1 0.1 0.10
H -15.10971 -23.59756 18.00959 0.4 0.6 0.2 0.06
H -10.47813 -14.78996 14.61994 0.1 -0.2 1.5 0.11
H -12.10013 -16.79956 12.98471 1.0 -1.2 1.1 0.15
H -12.38530 -25.44023 18.20123 0.6 0.7 -0.6 0.09
H -3.59207 -24.25744 22.26614 0.5 0.5 0.2 0.11
H -8.74084 -16.27021 14.26229 0.4 0.4 -1.4 0.14
H -10.95614 -19.20090 10.63886 0.6 -0.1 0.4 0.12
H -5.67034 -19.37333 11.63276 0.2 0.6 -0.3 0.15
H -10.28897 -13.31245 11.96585 0.3 -0.2 0.4 0.11
H -19.64216 -15.20186 14.33805 0.4 -1.4 -0.2 0.10
H -16.03916 -25.51938 18.71394 0.9 0.0 -0.2 0.10
H -17.80667 -18.16110 12.54346 0.0 0.0 0.5 0.13
H -11.02910 -26.05287 17.33156 0.3 -0.2 -0.6 0.03
H -15.12680 -17.97642 19.99488 4.2 3.4 -3.0 0.01
H -9.08972 -26.38002 18.27343 0.3 0.7 0.1 0.09
H -10.72156 -17.98678 12.80762 -0.3 -0.2 -0.2 0.08
H -8.79770 -13.88000 22.19440 -0.1 -0.9 -0.8 0.11
H -11.22131 -16.66117 15.50082 0.3 0.9 0.6 0.08
H -8.21518 -15.19274 11.34879 0.4 0.1 0.3 0.11
H -15.52638 -24.52543 16.71370 -0.3 -1.1 -1.0 0.09
H -19.32121 -21.36217 16.15460 -0.5 0.3 -0.3 0.12
H -10.52437 -26.86536 23.09904 -0.9 0.2 -0.1 0.05
H -14.38341 -22.01071 14.70619 0.3 0.6 0.0 0.10
H -9.83238 -18.72809 18.79102 -0.5 -0.2 0.4 0.08
H -12.71198 -23.97469 25.21472 0.9 0.0 -0.3 0.08
H -12.37506 -25.22847 16.45328 0.4 -0.2 0.0 0.08
H -9.14841 -27.90640 23.14055 0.0 0.3 0.0 0.08
H -10.12729 -21.36015 17.17413 0.1 0.6 -1.3 0.12
H -11.41165 -18.95508 17.92750 0.5 0.6 1.0 0.06
H -10.22799 -25.24371 20.71564 0.6 -0.4 -0.5 0.14
H -18.58992 -19.56896 17.68449 -0.1 0.3 0.3 0.06
H -8.66057 -15.89332 16.07745 1.0 -0.3 -1.7 0.08
H -15.15910 -18.04353 13.36756 0.1 -0.4 -0.4 0.10
H -8.85655 -30.68110 18.49506 -0.4 0.6 -0.2 0.08
H -14.06786 -17.39412 16.93232 -0.5 0.4 -0.3 0.03
H -7.06210 -15.37854 12.69460 1.0 0.1 -0.4 0.11
H -12.13292 -19.55310 14.85778 0.5 0.1 -0.2 0.04
H -14.02476 -23.50348 16.53219 0.3 -0.7 0.4 0.09
H -10.08485 -17.95210 15.11522 0.3 0.0 0.2 0.09
H -6.76107 -16.67056 8.49589 1.0 -0.1 0.5 0.06
H -14.80937 -25.26662 20.85304 0.2 -0.3 0.1 0.07
H -8.45791 -19.71902 11.12352 -0.5 0.3 -0.2 0.10
H -10.18564 -23.83015 18.15136 0.9 -0.4 0.4 0.09
H -13.78960 -18.33612 22.73733 -0.2 0.7 -0.3 0.11
H -16.37472 -20.13470 14.10548 -0.1 -0.1 0.5 0.10
H -11.37000 -21.79481 25.23773 -0.2 0.3 0.1 0.11
H -8.98730 -24.82875 13.66383 -0.4 1.1 0.3 0.12
H -5.85921 -18.15943 8.48240 0.5 0.2 0.2 0.06
H -10.89648 -24.21390 25.18211 -0.1 0.0 -0.2 0.06
H -6.62008 -24.85800 13.93374 -0.2 -0.1 0.0 0.11
H -9.00160 -24.81008 23.19092 -0.1 -0.6 -0.8 0.13
H -10.29983 -12.64141 13.55914 0.6 -0.3 -0.1 0.13
H -10.60215 -17.30736 18.16445 -0.6 -1.0 0.2 0.06
H -14.60867 -20.09866 24.53376 0.5 0.1 1.0 0.06
H -19.88288 -16.56496 13.07796 0.6 0.9 -0.5 0.07
H -6.04347 -19.17216 17.40310 -0.9 0.9 1.0 0.10
H -18.08109 -18.50206 16.33472 0.0 -0.1 0.0 0.07
H -10.78301 -20.91037 10.57952 0.6 0.6 0.9 0.13
H -16.10598 -24.33382 21.55458 -0.5 0.4 0.6 0.07
H -11.23618 -18.33569 22.67671 0.2 -0.5 0.3 0.07
H -18.85496 -20.26376 14.73936 -0.5 -0.4 -0.1 0.11
H -19.77396 -18.91031 16.53242 -1.0 0.5 0.2 0.06
H -9.59439 -27.09399 24.57264 0.1 0.7 0.4 0.07
H -12.14530 -18.59688 16.35038 -0.1 -0.2 0.5 0.02
H -4.23284 -17.30330 10.32790 -0.3 0.4 -0.7 0.11
H -15.47274 -16.38014 17.37708 0.8 0.1 -1.1 0.07
H -9.91607 -16.74567 10.90108 0.3 0.3 0.5 0.12
H -5.45507 -27.21170 19.11500 0.4 0.8 0.8 0.08
H -6.48201 -26.93682 21.67212 -1.1 0.0 -0.3 0.15
H -19.81988 -17.08522 14.60851 -0.5 0.7 1.1 0.05
H -9.50598 -20.56754 15.56530 0.0 0.5 0.5 0.10
H -11.56582 -23.03170 17.52385 -0.3 -0.1 0.4 0.09
H -8.20421 -22.87826 17.42125 0.0 0.3 -0.7 0.13
H -5.30436 -24.36737 22.35317 -0.9 0.0 0.5 0.11
H -11.32709 -22.07114 12.19338 -0.3 -0.3 0.5 0.14
H -9.94046 -24.67302 15.67281 0.6 -1.6 -0.8 0.07
H -16.08672 -20.21181 21.05457 -0.4 -0.8 0.5 0.16
H -8.54502 -17.15149 12.73907 -0.6 -0.1 -0.3 0.09
H -5.83603 -17.79686 18.57874 -0.1 -0.3 -0.1 0.07
H -8.31942 -23.61652 12.59532 -0.3 0.1 -0.9 0.11
H -11.94926 -18.92046 20.51779 0.1 -0.3 0.0 0.11
H -10.19373 -14.97824 10.94298 -0.2 -0.2 0.2 0.09
H -7.73017 -21.73640 16.10145 0.8 0.4 0.2 0.11
H -5.44210 -24.36130 19.78747 0.4 0.3 0.7 0.07
H -13.71698 -16.46515 14.90626 0.3 -0.9 -1.5 0.05
H -9.74827 -15.85221 19.54427 -0.2 -0.3 -0.1 0.14
H -10.58766 -30.71621 18.88982 0.1 0.3 0.2 0.07
H -10.20304 -27.88638 15.49060 -0.3 -0.2 0.4 0.14
H -6.49074 -23.12910 13.80211 -0.2 0.0 0.3 0.12
H -10.70923 -28.14579 18.12765 0.1 0.3 0.3 0.10
H -4.89684 -22.92054 20.70028 0.0 0.7 -0.6 0.06
H -7.26843 -18.81366 18.76604 0.0 -0.2 -0.1 0.06
H -8.87317 -20.74782 12.32586 0.2 -2.0 1.0 0.03
```
Forces are in eV/Å.

Output
charge: -2
LUMO energy: 2.54 eV
gap between HOMO and LUMO: 6.7 eV
calculated total energy: -7046.709381 hartree